{"formula": "C40H53F18N2O15", "method": "the ωB97M-V functional and the def2-TZVPD basis", "spin_multiplicity": 2, "relative_energy_kcal_mol": 107.25, "homo_lumo_gap_ev": [8.993, 8.928], "lumo_ha": [0.007, -0.002], "s2": 0.754, "species": ["C", "C", "C", "C", "C", "N", "O", "C", "O", "C", "C", "C", "C", "C", "C", "C", "C", "C", "C", "N", "O", "H", "H", "H", "H", "H", "H", "H", "H", "H", "H", "H", "H", "H", "H", "H", "H", "H", "H", "H", "H", "H", "H", "H", "C", "C", "O", "C", "O", "C", "F", "F", "F", "H", "H", "H", "H", "H", "C", "C", "O", "C", "O", "C", "F", "F", "F", "H", "H", "H", "H", "H", "C", "C", "O", "C", "O", "C", "F", "F", "F", "H", "H", "H", "H", "H", "C", "C", "O", "C", "O", "C", "F", "F", "F", "H", "H", "H", "H", "H", "C", "C", "O", "C", "O", "C", "F", "F", "F", "H", "H", "H", "H", "H", "C", "C", "O", "C", "O", "C", "F", "F", "F", "H", "H", "H", "H", "H"], "positions_angstrom": [[-0.092, -1.263, 1.576], [-1.483, -0.632, 0.991], [-2.643, -1.351, 1.883], [-1.530, -1.058, -0.554], [-2.771, -0.318, -1.316], [-2.399, -0.405, -2.783], [-3.950, -1.080, -0.974], [-5.138, -0.569, -1.552], [-5.364, -0.382, -2.768], [-6.369, -0.248, -0.555], [-7.063, 1.129, -0.450], [-8.270, 1.233, 0.537], [-8.792, 0.016, 1.378], [-8.075, -1.368, 1.290], [-6.862, -1.470, 0.300], [-2.808, 1.242, -0.947], [-2.467, 1.626, 0.572], [-3.823, 1.736, 1.482], [-1.914, 3.164, 0.512], [-1.381, 0.839, 1.215], [-0.175, 1.226, 0.852], [0.157, -0.742, 2.567], [0.763, -1.201, 0.812], [-0.233, -2.391, 1.788], [-2.605, -2.487, 1.711], [-3.692, -1.013, 1.589], [-2.421, -1.143, 3.000], [-1.581, -2.197, -0.696], [-0.564, -0.708, -1.054], [-2.971, 0.297, -3.294], [-1.428, -0.058, -2.906], [-6.699, 2.011, -1.066], [-8.843, 2.215, 0.691], [-9.705, 0.095, 2.076], [-8.435, -2.241, 1.926], [-6.364, -2.506, 0.248], [-3.791, 1.780, -1.215], [-2.002, 1.754, -1.600], [-3.967, 2.831, 1.818], [-3.667, 1.145, 2.463], [-4.763, 1.424, 0.918], [-2.752, 3.901, 0.274], [-1.148, 3.275, -0.350], [-1.319, 3.438, 1.463], [-11.478, 2.887, 6.799], [-11.277, 3.232, 5.337], [-9.878, 3.300, 5.021], [-9.272, 2.122, 4.763], [-9.829, 1.054, 4.788], [-7.807, 2.346, 4.396], [-7.196, 3.229, 5.214], [-7.673, 2.829, 3.143], [-7.079, 1.216, 4.450], [-10.939, 3.592, 7.437], [-12.538, 2.914, 7.060], [-11.091, 1.891, 7.026], [-11.693, 4.221, 5.132], [-11.792, 2.525, 4.681], [3.436, 3.654, 0.247], [3.101, 5.083, 0.627], [3.270, 5.959, -0.499], [2.238, 6.012, -1.367], [1.221, 5.379, -1.247], [2.530, 7.012, -2.481], [3.784, 6.899, -2.965], [2.398, 8.288, -2.057], [1.702, 6.873, -3.534], [4.434, 3.598, -0.180], [3.386, 3.000, 1.120], [2.744, 3.275, -0.509], [3.791, 5.429, 1.400], [2.091, 5.165, 1.037], [-2.870, -6.015, -1.859], [-2.874, -7.220, -0.938], [-1.651, -7.289, -0.189], [-1.591, -6.519, 0.917], [-2.482, -5.801, 1.292], [-0.262, -6.726, 1.639], [0.791, -6.738, 0.795], [-0.229, -7.900, 2.305], [-0.007, -5.765, 2.547], [-1.986, -6.027, -2.502], [-3.764, -6.006, -2.487], [-2.838, -5.084, -1.289], [-2.931, -8.136, -1.531], [-3.740, -7.215, -0.271], [9.357, 3.499, -3.797], [8.995, 2.058, -3.495], [8.649, 1.902, -2.110], [7.383, 2.227, -1.776], [6.558, 2.629, -2.556], [7.140, 1.967, -0.292], [8.152, 2.407, 0.485], [7.002, 0.651, -0.028], [6.023, 2.568, 0.164], [10.149, 3.844, -3.126], [9.698, 3.604, -4.829], [8.501, 4.161, -3.645], [9.860, 1.416, -3.678], [8.188, 1.702, -4.142], [1.901, -9.378, 3.979], [2.579, -10.519, 4.711], [1.873, -10.835, 5.921], [0.799, -11.641, 5.785], [0.417, -12.090, 4.735], [0.177, -11.933, 7.148], [0.072, -10.829, 7.917], [0.910, -12.822, 7.853], [-1.062, -12.449, 7.053], [1.789, -8.512, 4.637], [2.481, -9.083, 3.102], [0.898, -9.660, 3.652], [3.588, -10.218, 5.006], [2.680, -11.403, 4.075], [10.356, 5.948, -10.423], [11.637, 5.952, -9.612], [11.451, 6.656, -8.374], [10.890, 5.950, -7.371], [10.547, 4.799, -7.461], [10.797, 6.802, -6.108], [10.352, 8.051, -6.355], [11.997, 6.938, -5.504], [9.965, 6.278, -5.189], [9.994, 6.968, -10.572], [10.518, 5.483, -11.398], [9.564, 5.401, -9.905], [12.418, 6.483, -10.161], [12.004, 4.937, -9.432]]}

{"formula": "C4H4N2O2", "method": "the ωB97M-V functional and the def2-TZVPD basis", "relative_energy_kcal_mol": 109.77, "homo_lumo_gap_ev": 9.370, "lumo_ha": -0.005, "species": ["C", "C", "C", "C", "H", "H", "H", "H", "N", "N", "O", "O"], "positions_angstrom": [[-0.652, -0.334, -0.229], [0.842, 1.565, -0.131], [0.203, -1.192, 0.189], [1.639, -0.875, -0.118], [-2.527, 0.069, -0.750], [-2.404, -0.749, 1.291], [1.327, 2.284, -0.896], [-0.036, -2.217, 0.426], [-1.890, -0.110, 0.204], [2.745, -0.593, -0.159], [-0.156, 0.851, -0.892], [0.910, 1.301, 1.065]]}

{"formula": "C23H31N3O5S", "method": "the ωB97M-V functional and the def2-TZVPD basis", "relative_energy_kcal_mol": 99.48, "smiles": "O=S(=O)(c1ccc(OC[C@H](O)CN2CCN(c3ccccc3)CC2)cc1)N1CCOCC1", "homo_lumo_gap_ev": 8.206, "lumo_ha": 0.019, "species": ["O", "S", "O", "C", "C", "C", "C", "O", "C", "C", "O", "C", "N", "C", "C", "N", "C", "C", "C", "C", "C", "C", "C", "C", "C", "C", "N", "C", "C", "O", "C", "C", "H", "H", "H", "H", "H", "H", "H", "H", "H", "H", "H", "H", "H", "H", "H", "H", "H", "H", "H", "H", "H", "H", "H", "H", "H", "H", "H", "H", "H", "H", "H"], "positions_angstrom": [[-6.893, -0.841, 0.749], [-5.885, -0.274, -0.098], [-6.156, -0.182, -1.508], [-4.349, -1.151, 0.132], [-3.604, -1.560, -0.954], [-2.412, -2.239, -0.766], [-1.972, -2.514, 0.527], [-0.845, -3.198, 0.848], [0.001, -3.685, -0.168], [0.924, -2.596, -0.758], [1.581, -3.102, -1.895], [1.873, -2.079, 0.332], [2.342, -0.736, 0.063], [3.276, -0.677, -1.050], [3.626, 0.781, -1.361], [4.213, 1.424, -0.204], [5.585, 1.361, 0.002], [6.459, 1.599, -1.067], [7.827, 1.602, -0.888], [8.377, 1.380, 0.364], [7.528, 1.162, 1.434], [6.157, 1.149, 1.261], [3.292, 1.334, 0.906], [2.935, -0.118, 1.238], [-2.738, -2.089, 1.620], [-3.920, -1.411, 1.422], [-5.460, 1.214, 0.566], [-6.523, 1.935, 1.241], [-7.379, 2.704, 0.232], [-6.581, 3.568, -0.549], [-5.609, 2.844, -1.273], [-4.692, 2.058, -0.329], [-3.972, -1.347, -1.946], [-1.846, -2.549, -1.629], [-0.570, -4.158, -0.975], [0.613, -4.452, 0.319], [0.324, -1.755, -1.118], [2.207, -3.783, -1.621], [2.709, -2.797, 0.454], [1.310, -2.051, 1.269], [2.809, -1.134, -1.923], [4.208, -1.227, -0.819], [4.307, 0.812, -2.208], [2.711, 1.321, -1.623], [6.064, 1.806, -2.049], [8.471, 1.789, -1.735], [9.447, 1.383, 0.502], [7.936, 0.990, 2.420], [5.537, 0.961, 2.124], [3.699, 1.846, 1.777], [2.374, 1.850, 0.604], [2.204, -0.141, 2.050], [3.841, -0.660, 1.564], [-2.380, -2.315, 2.612], [-4.529, -1.085, 2.250], [-7.123, 1.199, 1.774], [-6.060, 2.628, 1.950], [-8.108, 3.339, 0.739], [-7.899, 1.983, -0.415], [-5.040, 3.582, -1.840], [-6.097, 2.139, -1.960], [-4.020, 1.415, -0.898], [-4.105, 2.748, 0.286]]}

{"formula": "C10H10BrClGdO4", "method": "the ωB97M-V functional and the def2-TZVPD basis", "spin_multiplicity": 8, "relative_energy_kcal_mol": 22.28, "homo_lumo_gap_ev": [4.663, 6.685], "lumo_ha": [0.030, 0.104], "s2": 16.033, "total_charge": -1, "species": ["C", "C", "C", "H", "C", "C", "H", "H", "H", "H", "Gd", "Br", "C", "C", "C", "H", "C", "C", "H", "H", "H", "H", "O", "Cl", "O", "O", "O"], "positions_angstrom": [[-1.697, -0.770, -0.140], [-1.738, -1.303, 1.183], [-2.054, -0.264, 2.099], [-1.592, -2.344, 1.469], [-2.308, 0.928, 1.370], [-2.030, 0.621, -0.007], [-2.072, 1.325, -0.832], [-1.405, -1.302, -1.050], [-2.235, -0.433, 3.171], [-2.638, 1.881, 1.807], [0.503, -0.101, 0.735], [1.320, -2.541, 0.094], [2.237, 0.716, -2.101], [1.241, 1.512, -2.744], [0.242, 0.635, -3.259], [1.258, 2.596, -2.860], [0.620, -0.700, -2.931], [1.863, -0.650, -2.243], [2.427, -1.506, -1.883], [3.159, 1.065, -1.647], [-0.641, 0.932, -3.827], [0.098, -1.610, -3.204], [0.226, -0.814, 2.883], [1.110, 0.295, 3.428], [0.481, 1.559, 2.995], [1.271, 0.141, 4.842], [2.356, 0.132, 2.653]]}